93
Properties=species:S:1:pos:R:3:forces:R:3:lowdin_charge:R:1 method="wB97M-V/def2-TZVPD" gap_ev=4.9 total_charge=-1 homo_ev=-3.60
Rb 0.736 -0.345 -0.393 -1.765 -0.128 1.415 1.00
C 2.312 3.397 0.386 -0.193 -0.020 -0.090 -0.15
O 1.045 2.777 0.356 0.787 -0.073 -0.080 -0.33
Si -0.334 3.449 -0.332 -0.792 -0.177 0.290 0.25
C -0.371 5.284 0.145 0.361 0.035 0.001 -0.16
C -0.079 3.421 -2.201 0.112 -0.025 -0.029 -0.16
C -1.701 2.483 0.312 0.112 -0.134 -0.272 -0.43
Si -3.046 2.018 -0.797 0.109 0.126 0.156 0.34
C -2.521 0.956 -2.281 -0.015 0.018 -0.096 -0.18
C -3.943 3.523 -1.541 -0.103 -0.093 -0.151 -0.19
C -4.417 0.991 0.020 -0.033 -0.031 0.030 -0.18
Si -1.921 2.493 2.103 -0.125 0.046 -0.136 0.35
C -2.444 0.823 2.841 -0.035 -0.034 0.093 -0.19
C -0.362 2.937 3.082 0.080 0.044 0.018 -0.18
C -3.246 3.736 2.672 -0.019 -0.040 0.180 -0.19
H 2.299 4.305 1.000 0.008 0.004 -0.014 0.08
H 2.662 3.671 -0.620 -0.003 -0.001 0.040 0.08
H 3.032 2.700 0.824 -0.019 0.013 -0.005 0.08
H 0.451 5.859 -0.304 -0.088 -0.013 0.063 0.02
H -0.307 5.397 1.233 -0.041 0.039 -0.090 0.01
H -1.315 5.732 -0.177 0.022 -0.058 -0.026 0.03
H 0.781 4.038 -2.483 -0.057 -0.019 0.008 0.03
H -0.953 3.800 -2.739 0.049 -0.007 0.038 0.02
H 0.122 2.406 -2.556 -0.012 0.069 -0.013 0.01
H -1.922 1.528 -2.995 -0.032 -0.076 0.039 0.01
H -3.393 0.560 -2.816 0.043 0.025 0.034 0.02
H -1.925 0.103 -1.939 -0.058 -0.004 -0.018 0.00
H -3.231 4.159 -2.079 -0.064 -0.017 0.037 0.01
H -4.385 4.125 -0.741 0.034 -0.023 -0.021 0.02
H -4.741 3.240 -2.240 0.067 0.045 0.049 0.02
H -4.017 0.028 0.353 -0.063 0.061 -0.031 0.00
H -5.225 0.791 -0.692 0.053 0.030 0.016 0.03
H -4.849 1.502 0.887 0.013 -0.057 -0.046 0.02
H -1.672 0.080 2.619 -0.059 0.028 0.015 0.01
H -3.387 0.471 2.414 0.085 0.009 0.049 0.00
H -2.565 0.884 3.930 0.027 0.021 -0.069 0.03
H 0.456 2.262 2.816 -0.041 0.057 0.031 0.03
H -0.539 2.862 4.161 -0.052 0.018 -0.065 0.02
H -0.027 3.957 2.864 0.016 -0.110 0.057 0.01
H -4.229 3.457 2.276 0.055 0.045 0.008 0.01
H -3.004 4.731 2.287 -0.019 -0.048 0.015 0.02
H -3.328 3.800 3.766 -0.013 -0.006 -0.100 0.02
C 0.130 -6.027 -0.841 0.016 0.049 0.034 -0.01
N 1.138 -5.167 -0.236 0.000 0.095 -0.080 -0.05
C 2.183 -5.671 0.458 0.020 -0.006 0.022 -0.06
C 3.103 -4.877 1.042 0.058 -0.023 0.011 -0.01
C 2.901 -3.462 0.916 -0.176 -0.044 0.036 -0.37
N 1.895 -2.966 0.219 0.069 0.024 -0.018 0.13
C 1.007 -3.765 -0.414 -0.086 -0.295 -0.049 -0.51
O 0.096 -3.355 -1.121 0.148 -0.016 0.074 0.00
N 3.712 -2.595 1.527 0.004 0.022 -0.042 0.19
H 0.530 -7.033 -0.944 0.019 -0.001 0.020 0.09
H -0.137 -5.628 -1.815 0.023 -0.006 -0.038 0.09
H -0.774 -6.054 -0.232 -0.004 0.016 0.011 0.10
H 2.241 -6.751 0.513 -0.017 -0.009 -0.002 0.13
H 3.945 -5.290 1.578 -0.032 -0.001 0.006 0.10
H 4.502 -2.898 2.065 -0.009 -0.049 0.028 0.11
H 3.581 -1.598 1.367 -0.012 0.019 -0.046 0.07
O 8.972 1.334 -2.095 -0.032 -0.018 0.018 0.06
N 7.879 1.525 -2.603 0.067 0.026 0.020 -0.37
O 7.722 2.022 -3.706 -0.053 -0.025 -0.009 0.06
C 6.702 1.143 -1.852 -0.039 0.000 0.024 -0.15
C 6.838 0.622 -0.578 0.076 0.020 0.135 0.08
C 5.728 0.279 0.154 -0.067 0.164 -0.295 -0.05
C 4.368 0.345 -0.380 -0.127 -0.035 0.198 -0.30
O 3.353 -0.033 0.220 0.392 0.056 0.060 -0.12
C 4.332 0.926 -1.716 0.224 -0.088 0.270 -0.05
C 5.442 1.326 -2.403 -0.029 0.060 -0.246 0.08
N 3.060 1.124 -2.388 -0.276 0.134 -0.358 -0.32
O 2.967 2.065 -3.151 0.104 0.023 0.009 0.09
O 2.147 0.333 -2.194 1.333 0.488 -1.171 -0.17
N 5.980 -0.171 1.513 -0.001 -0.452 -0.047 -0.35
O 5.064 -0.175 2.311 -0.145 0.184 0.100 0.07
O 7.104 -0.565 1.791 0.124 0.103 -0.064 0.05
H 7.815 0.504 -0.139 0.055 0.015 0.006 0.13
H 5.339 1.762 -3.386 -0.001 0.013 0.015 0.14
C -2.532 -2.712 2.481 0.000 0.019 -0.028 -0.01
C -2.514 -2.391 1.004 -0.194 -0.048 0.133 -0.40
O -1.700 -1.635 0.533 0.236 0.028 -0.017 -0.01
C -3.546 -3.027 0.128 -0.037 -0.013 -0.057 -0.15
C -3.231 -3.244 -1.211 0.061 0.056 -0.042 -0.01
C -4.162 -3.830 -2.055 -0.032 -0.013 -0.004 -0.07
C -5.418 -4.178 -1.573 0.023 0.030 0.048 -0.09
C -5.741 -3.944 -0.242 -0.014 -0.034 -0.057 -0.08
C -4.802 -3.382 0.609 -0.016 -0.011 0.050 -0.03
H -1.548 -2.513 2.901 -0.012 0.026 -0.015 0.09
H -2.827 -3.745 2.669 -0.013 0.022 -0.006 0.08
H -3.244 -2.044 2.975 0.016 -0.035 -0.010 0.09
H -2.248 -2.956 -1.564 -0.032 -0.023 0.015 0.10
H -3.913 -4.010 -3.094 0.007 0.023 0.025 0.10
H -6.150 -4.623 -2.236 0.012 0.004 0.010 0.10
H -6.725 -4.200 0.130 0.008 0.012 0.005 0.10
H -5.062 -3.191 1.644 0.028 -0.026 -0.017 0.11

11
Properties=species:S:1:pos:R:3:forces:R:3:lowdin_charge:R:1 method="wB97M-V/def2-TZVPD" gap_ev=10.6 homo_ev=-10.97
C 0.420 0.375 -0.067 1.558 2.166 -1.930 -0.06
C -0.739 -0.210 0.016 -0.686 -3.360 0.875 -0.17
C 1.775 -0.300 -0.023 -3.012 -2.223 1.560 -0.06
N -2.040 0.414 0.048 1.010 0.290 -0.217 -0.39
O -2.116 1.619 0.117 0.027 0.499 0.027 0.09
O -2.920 -0.375 -0.022 -2.442 -0.396 -0.062 0.13
F -0.977 -1.618 0.192 1.603 3.075 -0.438 0.02
H 0.471 1.513 -0.288 -0.618 -2.069 0.740 0.17
H 1.997 -0.010 1.027 0.954 -1.016 -0.553 0.10
H 1.653 -1.416 -0.289 0.205 1.541 1.311 0.12
H 2.476 0.008 -0.711 1.400 1.493 -1.313 0.04

15
Properties=species:S:1:pos:R:3:forces:R:3:lowdin_charge:R:1 method="wB97M-V/def2-TZVPD" gap_ev=10.2 homo_ev=-9.46 smiles="CC(=O)O.CN"
C -2.390 0.413 -0.375 -1.486 0.812 -0.172 -0.19
N -2.234 1.870 -0.541 0.941 0.237 -1.514 -0.08
H -1.894 2.052 -1.504 -0.566 0.099 0.925 0.06
H -3.018 2.512 -0.356 0.370 -1.114 -0.066 0.06
H 0.593 1.085 -0.702 0.842 -1.974 0.666 0.15
H -1.528 -0.129 -0.694 0.713 -0.065 -0.686 0.04
H -3.287 -0.041 -0.863 0.559 0.329 0.360 0.08
H -2.402 0.232 0.671 -0.470 -0.379 1.073 0.05
C 1.847 -0.919 1.516 -0.337 -0.289 -0.755 0.01
C 1.218 -0.751 0.135 0.695 0.030 -0.358 -0.61
O 0.908 -1.584 -0.667 -0.421 -0.360 0.381 0.10
O 1.213 0.554 -0.114 -0.773 3.141 -0.307 0.05
H 1.136 -0.473 2.215 0.026 -0.364 0.156 0.08
H 2.742 -0.263 1.574 -0.363 -0.871 -0.086 0.10
H 1.986 -2.006 1.653 0.271 0.769 0.383 0.09

8
Properties=species:S:1:pos:R:3:forces:R:3:lowdin_spin:R:1 method="wB97M-V/def2-TZVPD" gap_ev="6.0 / 10.4" total_charge=+3 multiplicity=2 homo_ev="-23.96 / -28.32"
H 0.817 1.505 -0.217 -0.340 0.240 -0.359 0.00
C -0.168 1.043 -0.022 0.265 5.168 1.202 0.00
O -1.166 1.617 0.391 1.088 -1.775 -0.977 0.00
O -0.225 -0.281 -0.015 2.589 -5.945 -0.626 0.01
C 0.872 -1.088 -0.256 -2.850 2.306 0.442 0.01
H 0.681 -2.137 -0.067 0.113 -0.509 -0.050 0.00
H 1.782 -0.609 -0.607 0.547 0.074 -0.104 0.00
Sc -2.593 -0.049 0.792 -1.411 0.441 0.472 0.98

9
Properties=species:S:1:pos:R:3:forces:R:3:lowdin_charge:R:1 method="wB97M-V/def2-TZVPD" gap_ev="6.1 / 6.1" total_charge=-1 homo_ev="-1.63 / -1.63" smiles="[O-]N1C=CNO1"
C 0.363 0.119 -0.210 -1.517 -0.447 -1.290 -0.16
C 0.150 -0.692 0.854 0.033 1.851 1.721 -0.20
N -0.416 -0.439 -1.377 1.593 -1.768 0.632 -0.06
N -0.487 -1.857 0.578 -1.465 -1.759 0.397 -0.33
O -1.553 -2.308 1.261 0.771 0.681 0.179 -0.33
O -0.858 -1.809 -0.884 1.038 2.646 -0.749 -0.16
H 0.968 0.999 -0.478 -0.355 -0.592 0.770 0.06
H 0.238 -0.449 1.984 0.396 -0.675 -2.295 0.13
H -1.224 0.115 -1.629 -0.494 0.062 0.635 0.06

21
Properties=species:S:1:pos:R:3:forces:R:3:lowdin_charge:R:1 method="wB97M-V/def2-TZVPD" gap_ev="8.4 / 8.4" homo_ev="-7.93 / -7.93"
C -1.721 -1.301 -0.578 -2.799 0.494 -1.198 -0.14
C -1.772 -0.802 0.666 0.038 0.980 1.039 -0.12
C -0.481 -1.425 -1.383 -1.621 0.179 -3.249 -0.22
C 0.127 0.049 -1.452 0.184 0.124 -2.567 -0.28
C -0.562 -0.681 1.424 1.539 0.381 -1.416 -0.19
C 0.775 0.329 -0.202 -0.206 0.593 3.864 -0.68
C 0.964 1.738 0.412 -1.068 0.200 -0.584 -0.27
O -0.565 0.157 2.547 -2.509 -1.323 -2.082 0.00
O 2.194 2.401 -0.118 -0.899 -0.991 2.183 -0.15
Br 2.417 -0.674 -0.008 0.178 -0.199 0.145 0.75
H -2.738 -1.254 -1.183 2.256 -0.284 1.246 0.14
H -2.604 -0.238 1.147 0.137 -0.917 -0.762 0.13
H 0.294 -2.155 -1.165 -0.010 0.148 0.554 0.08
H -0.846 -1.703 -2.478 0.913 0.489 2.106 0.14
H 0.961 0.028 -2.249 -1.410 0.023 0.851 0.13
H -0.649 0.843 -1.807 1.226 -1.487 0.906 0.16
H 0.068 -1.619 1.479 -0.407 1.335 0.137 0.13
H 0.922 1.719 1.566 0.449 0.037 -1.835 0.11
H -0.016 2.305 0.102 2.106 -0.555 0.400 0.15
H 0.329 0.128 2.731 3.018 0.338 1.551 0.04
H 2.901 2.154 0.547 -1.113 0.433 -1.289 0.08